[1]
{
  "formula": "C2H32ClNi2O22",
  "method": "ωB97M-V/def2-TZVPD",
  "multiplicity": 5,
  "homo_energy_ev": [-3.78, -3.73],
  "lumo_energy_ev": [1.3, 1.3],
  "orbital_gap_ev": [5.05, 5.00],
  "charge": -1,
  "total_energy_ev": -142252.3844,
  "symbols": ["Ni", "Ni", "C", "O", "O", "O", "C", "O", "O", "O", "Cl", "O", "H", "H", "O", "H", "H", "O", "H", "H", "O", "H", "H", "O", "H", "H", "O", "H", "H", "O", "H", "H", "O", "H", "H", "O", "H", "H", "O", "H", "H", "O", "H", "H", "O", "H", "H", "O", "H", "H", "O", "H", "H", "O", "H", "H", "O", "H", "H"],
  "coordinates": [[-3.950, 1.108, 1.842], [-2.039, -0.279, -0.785], [-3.432, -1.411, 1.788], [-4.005, -0.763, 2.648], [-3.371, -2.624, 1.725], [-2.870, -0.626, 1.002], [-3.021, 2.818, -0.082], [-2.680, 1.714, -0.441], [-2.776, 3.850, -0.771], [-3.473, 3.005, 1.017], [0.357, -0.233, 0.164], [0.361, -0.715, -4.297], [1.163, -0.247, -4.528], [0.643, -1.618, -4.154], [0.127, 2.525, -2.097], [-0.378, 2.929, -1.392], [0.886, 2.139, -1.659], [-1.891, 1.495, 2.823], [-1.382, 0.685, 2.839], [-1.261, 2.170, 2.571], [-1.001, 4.833, 1.489], [-0.628, 5.066, 2.339], [-0.899, 3.883, 1.435], [2.943, -2.180, 0.783], [2.057, -1.833, 0.682], [3.494, -1.404, 0.887], [-0.714, -3.985, 1.991], [-1.486, -3.501, 1.697], [-0.190, -3.337, 2.462], [0.460, -1.733, 3.118], [0.282, -1.424, 2.230], [1.229, -1.235, 3.395], [-1.357, -2.431, -1.504], [-0.752, -2.721, -2.187], [-1.537, -3.220, -0.993], [4.679, 0.186, 1.624], [5.258, 0.747, 1.108], [4.731, 0.541, 2.512], [3.155, 1.401, -1.126], [3.805, 1.581, -0.448], [2.415, 1.019, -0.654], [-3.737, -0.698, -1.693], [-4.375, -0.087, -2.061], [-4.180, -1.546, -1.709], [0.945, -3.229, -2.957], [1.741, -3.347, -2.438], [0.971, -3.937, -3.600], [-1.221, 0.310, -2.605], [-0.661, -0.278, -3.113], [-0.830, 1.175, -2.723], [0.695, 2.747, 2.239], [0.667, 2.209, 1.448], [1.568, 2.598, 2.601], [1.915, 3.775, -0.299], [2.550, 3.173, -0.688], [2.270, 3.971, 0.568], [2.961, -4.269, -1.056], [2.778, -5.105, -0.628], [2.994, -3.635, -0.340]],
  "forces_ev_per_angstrom": [[3.2189, 0.0403, -0.6277], [1.1155, 1.0541, 0.6226], [0.8260, -2.8234, -0.6366], [-4.5814, 3.4516, 5.1858], [0.2446, -2.3157, -0.3662], [2.7634, 3.3851, -4.7314], [2.5214, 5.6609, -4.9581], [1.4887, -7.3235, -2.3112], [0.0827, 0.0477, -0.9663], [-4.9170, -1.2639, 8.5160], [0.1176, 0.3082, 0.2127], [0.2127, -0.1723, -0.8366], [0.1504, 0.3162, 0.0394], [0.2220, -0.5747, 0.3673], [0.2818, -0.1090, -0.7982], [-0.7028, 0.4681, 0.2902], [0.0674, -0.0335, 0.1045], [-0.9118, -0.2628, 0.4057], [0.0648, -0.5101, -0.0833], [0.0386, 0.3692, -0.1291], [-0.1137, 0.6413, -0.0273], [0.1467, -0.0968, 0.1915], [-0.1297, 0.0925, -0.2180], [0.3776, -0.5902, 0.0821], [-0.7228, 0.3187, -0.1581], [0.2924, 0.2701, 0.0384], [0.4024, -0.7246, -0.4126], [-0.8802, 0.3072, 0.0767], [0.1946, 0.1015, 0.3247], [-0.0386, -0.0564, 0.6880], [-0.1550, 0.4654, -0.7707], [0.1985, 0.0124, 0.0219], [-0.8952, 0.3615, 0.1690], [0.6543, 0.0908, -0.2133], [-0.0849, -0.0951, 0.5377], [-0.1634, -0.0244, -0.1637], [0.2790, 0.0220, -0.1650], [-0.0457, -0.0078, 0.3065], [0.5233, 0.3166, -0.5196], [0.1457, -0.1569, 0.1820], [-0.6935, -0.6654, 0.3843], [-1.1177, -0.4216, -0.7069], [0.2018, 0.6827, 0.0162], [0.2146, -0.4370, 0.2770], [-0.5800, 0.2824, -0.8047], [0.5657, -0.2204, 0.8083], [-0.0055, -0.2941, -0.1073], [-1.6059, -0.8189, 0.5948], [0.3086, -0.2590, -0.2482], [0.3102, 1.1492, 0.6131], [0.0712, 0.0707, 0.5322], [0.0122, -0.4477, -0.6928], [0.0864, -0.1219, 0.1948], [-0.0836, 0.3677, 0.2031], [0.2074, -0.2764, -0.4505], [-0.1672, 0.2348, 0.2842], [0.0224, -0.4570, -0.8485], [-0.1475, -0.1915, 0.0193], [0.1118, 0.8633, 0.6619]],
  "mulliken_spin": [1.83, 1.77, -0.01, 0.05, 0.01, 0.11, 0.00, 0.06, 0.01, 0.03, 0.04, 0.00, 0.00, 0.00, 0.00, 0.00, 0.00, 0.03, 0.00, 0.00, 0.00, 0.00, 0.00, 0.00, 0.00, 0.00, 0.00, 0.00, 0.00, 0.00, 0.00, 0.00, 0.02, 0.00, 0.00, 0.00, 0.00, 0.00, 0.00, 0.00, 0.00, 0.03, 0.00, 0.00, 0.00, 0.00, 0.00, 0.04, 0.00, 0.00, 0.00, 0.00, 0.00, 0.00, 0.00, 0.00, 0.00, 0.00, 0.00]
}

---

[2]
{
  "formula": "C7H14ClFeI2NOP",
  "method": "ωB97M-V/def2-TZVPD",
  "multiplicity": 6,
  "homo_energy_ev": [-15.81, -15.79],
  "lumo_energy_ev": [-9.7, -11.4],
  "orbital_gap_ev": [6.13, 4.43],
  "de_lowest_kcal_mol": 44.0,
  "charge": 2,
  "total_energy_ev": -83403.0383,
  "symbols": ["I", "I", "Fe", "P", "C", "C", "H", "H", "H", "C", "H", "H", "H", "H", "H", "H", "C", "O", "Cl", "C", "C", "C", "N", "H", "H", "H", "H", "H"],
  "coordinates": [[-2.409, -1.841, -0.453], [-2.425, 2.024, -0.192], [1.976, -0.366, -0.107], [0.411, -0.027, -2.130], [-1.257, 0.002, -2.840], [1.176, 1.524, -2.709], [2.171, -1.659, -2.267], [1.412, -1.426, -3.886], [0.545, -2.351, -2.592], [1.221, -1.515, -2.812], [2.095, 1.665, -2.127], [1.395, 1.506, -3.781], [-1.250, -0.006, -3.925], [-1.782, 0.871, -2.429], [0.460, 2.313, -2.446], [-1.783, -0.909, -2.473], [-3.422, 0.041, 0.680], [-4.511, -0.027, 0.257], [4.048, -0.002, -0.427], [0.575, 0.375, 5.081], [-0.378, -0.340, 4.073], [0.330, -0.268, 2.769], [0.777, -0.134, 1.684], [1.584, -0.001, 4.932], [0.418, 0.293, 6.133], [0.570, 1.447, 4.894], [-0.594, -1.381, 4.454], [-1.349, 0.194, 4.030]],
  "forces_ev_per_angstrom": [[0.1578, -0.4181, 2.1554], [-0.1731, -0.3696, 1.5824], [-0.6214, 0.2162, 1.4134], [-0.2353, 0.3293, -2.1833], [-0.5114, -0.7539, 0.9358], [0.1967, -0.2691, 1.0381], [0.0015, -0.3095, -0.5250], [0.0280, 0.1031, 0.1090], [0.2755, 0.0597, -0.1670], [0.0042, 0.0932, 1.0220], [-0.0214, 0.3125, -0.4218], [-0.1164, -0.0830, 0.0756], [0.5041, 0.2312, -0.2788], [0.1114, -0.3549, -0.4931], [0.2579, -0.0249, -0.2097], [0.5122, 1.1077, -0.9425], [-1.5171, 0.1110, -4.6750], [1.1979, 0.3500, 2.6564], [-0.8288, -0.1005, -0.0990], [0.6756, 0.5282, -0.8789], [0.2892, -0.1129, 1.3014], [-0.1540, 0.0809, -2.8418], [-0.3648, -0.7602, 2.5602], [0.1543, 0.0807, -0.0591], [-0.9212, -0.6293, 0.5759], [0.1328, 0.0351, -0.2136], [0.4187, 0.8367, -1.0295], [0.5470, -0.2898, -0.4075]],
  "mulliken_spin": [0.06, 0.02, 4.08, 0.39, 0.03, 0.03, 0.01, 0.03, 0.00, 0.04, 0.00, 0.02, 0.02, 0.00, 0.00, 0.00, 0.00, 0.00, 0.27, 0.00, 0.00, 0.03, -0.01, 0.00, 0.00, 0.00, 0.00, 0.00]
}

---

[3]
{
  "formula": "C42H35NOP2PtS",
  "method": "ωB97M-V/def2-TZVPD",
  "homo_energy_ev": -19.08,
  "lumo_energy_ev": -14.4,
  "orbital_gap_ev": 4.65,
  "de_lowest_kcal_mol": 0.0,
  "charge": 4,
  "total_energy_ev": -80279.9403,
  "symbols": ["Pt", "O", "S", "C", "C", "C", "C", "C", "C", "P", "C", "C", "C", "C", "C", "C", "C", "C", "C", "C", "C", "C", "C", "C", "C", "C", "C", "C", "P", "C", "C", "C", "C", "C", "C", "C", "C", "C", "C", "C", "C", "H", "H", "H", "H", "H", "H", "H", "H", "H", "H", "H", "H", "H", "H", "H", "H", "H", "H", "H", "H", "H", "H", "H", "H", "H", "H", "H", "H", "N", "C", "C", "C", "C", "C", "C", "H", "H", "H", "H", "H", "H", "H"],
  "coordinates": [[0.495, -0.233, -0.338], [-1.841, -1.136, 1.477], [-0.617, -1.701, 0.954], [0.452, -2.275, 2.207], [-0.066, -2.882, 3.340], [0.834, -3.410, 4.262], [2.203, -3.343, 4.025], [2.702, -2.711, 2.889], [1.812, -2.153, 1.977], [2.435, -1.249, 0.567], [3.322, -2.311, -0.514], [2.628, -3.355, -1.151], [3.332, -4.293, -1.877], [4.723, -4.206, -1.963], [5.413, -3.189, -1.313], [4.723, -2.234, -0.586], [3.321, 0.168, 1.076], [4.162, 0.842, 0.156], [4.849, 1.959, 0.563], [4.701, 2.430, 1.878], [3.860, 1.786, 2.782], [3.153, 0.667, 2.389], [-0.926, -3.093, -0.095], [-1.052, -4.384, 0.381], [-1.353, -5.401, -0.528], [-1.516, -5.118, -1.877], [-1.388, -3.813, -2.349], [-1.091, -2.795, -1.451], [-1.047, -1.089, -1.960], [-0.391, -0.789, -3.553], [0.905, -1.251, -3.869], [1.395, -1.062, -5.142], [0.612, -0.413, -6.102], [-0.666, 0.046, -5.794], [-1.177, -0.130, -4.522], [-2.533, -0.286, -1.584], [-2.682, 1.100, -1.867], [-3.879, 1.715, -1.595], [-4.926, 0.973, -1.039], [-4.778, -0.390, -0.737], [-3.582, -1.019, -0.971], [-1.135, -2.927, 3.511], [0.462, -3.879, 5.164], [2.894, -3.771, 4.740], [3.773, -2.644, 2.736], [1.551, -3.445, -1.054], [2.811, -5.106, -2.365], [5.272, -4.948, -2.529], [6.493, -3.147, -1.362], [5.272, -1.466, -0.057], [4.316, 0.453, -0.847], [5.517, 2.466, -0.121], [5.253, 3.307, 2.194], [3.761, 2.157, 3.794], [2.500, 0.170, 3.093], [-0.918, -4.615, 1.430], [-1.457, -6.418, -0.172], [-1.746, -5.916, -2.572], [-1.526, -3.600, -3.403], [1.505, -1.768, -3.129], [2.380, -1.424, -5.404], [0.999, -0.278, -7.105], [-1.269, 0.525, -6.553], [-2.184, 0.193, -4.297], [-1.875, 1.662, -2.305], [-4.015, 2.766, -1.812], [-5.871, 1.461, -0.834], [-5.606, -0.944, -0.316], [-3.465, -2.066, -0.727], [1.418, 1.341, -1.455], [0.773, 2.651, -1.250], [0.795, 3.210, 0.011], [0.204, 4.456, 0.213], [-0.378, 5.124, -0.845], [-0.374, 4.562, -2.107], [0.203, 3.309, -2.316], [1.528, 1.114, -2.440], [2.344, 1.362, -1.041], [1.284, 2.686, 0.830], [0.214, 4.912, 1.193], [-0.814, 6.101, -0.692], [-0.796, 5.110, -2.939], [0.253, 2.880, -3.314]],
  "forces_ev_per_angstrom": [[-0.0172, 0.6037, 0.0992], [-0.0518, -0.1283, 0.1409], [-0.3681, 0.1798, 0.2383], [-0.2557, -0.1221, 0.1399], [0.0339, 0.0086, 0.0839], [-0.0385, 0.0211, -0.0500], [0.0353, 0.0224, -0.0405], [0.0712, -0.0686, 0.0651], [0.1349, 0.0022, 0.0418], [0.0262, -0.3713, -0.3825], [0.0495, -0.0192, -0.1031], [0.0306, 0.0266, 0.0563], [0.0872, -0.0206, -0.0287], [-0.0249, 0.0270, 0.0179], [-0.0066, -0.0527, -0.0331], [-0.0333, -0.0006, -0.0336], [-0.1028, 0.3145, 0.1033], [-0.0136, -0.1488, 0.0889], [0.0332, 0.1628, 0.1617], [-0.0095, -0.0367, -0.0522], [0.0742, 0.1184, -0.0424], [0.0145, -0.0549, -0.2525], [0.0483, -0.1166, 0.0846], [-0.0611, -0.0389, -0.0382], [-0.0020, 0.0349, 0.0128], [-0.0015, 0.0100, 0.0056], [0.0303, -0.0109, -0.0305], [0.0367, -0.0896, -0.1245], [0.2190, -0.4467, -0.3239], [0.0487, 0.1353, -0.0570], [-0.1155, 0.0155, 0.0238], [-0.0042, 0.0530, -0.0961], [-0.0229, -0.0122, 0.0349], [0.0904, -0.0167, -0.0804], [0.0479, -0.1015, 0.1161], [0.0675, 0.2936, 0.2362], [-0.1375, -0.2434, 0.0542], [-0.1053, 0.0086, 0.0495], [0.0166, -0.1217, 0.0220], [-0.1094, 0.1888, 0.0077], [0.0785, 0.1084, -0.0708], [0.0040, 0.0081, -0.0028], [0.0013, -0.0066, -0.0052], [-0.0033, 0.0114, 0.0043], [-0.0120, -0.0008, 0.0107], [0.0217, 0.0178, -0.0158], [0.0085, 0.0005, -0.0101], [0.0002, -0.0062, 0.0082], [-0.0008, -0.0057, -0.0086], [-0.0126, -0.0553, -0.0191], [-0.0370, 0.0240, 0.0389], [0.0088, 0.0164, 0.0191], [0.0002, -0.0087, -0.0075], [0.0107, 0.0134, -0.0018], [-0.0197, -0.0385, 0.0064], [0.0053, -0.0033, -0.0152], [0.0069, 0.0001, -0.0046], [-0.0071, -0.0015, 0.0068], [0.0114, -0.0047, 0.0022], [0.0080, -0.0303, 0.0494], [-0.0036, 0.0002, -0.0139], [0.0056, 0.0032, 0.0062], [0.0043, -0.0007, -0.0057], [0.0005, -0.0026, 0.0073], [0.1905, 0.1251, -0.0691], [-0.0048, -0.0048, 0.0033], [0.0056, -0.0116, -0.0008], [-0.0116, 0.0270, -0.0026], [-0.0125, 0.0312, -0.0286], [-0.2219, -0.2624, 0.4291], [0.1390, -0.3618, -0.1311], [-0.0947, 0.1064, 0.5307], [0.2586, -0.3759, 0.2884], [-0.1044, 0.2375, -0.0036], [0.0685, -0.3133, -0.3882], [-0.2076, 0.2659, -0.4928], [-0.0592, 0.1158, -0.0957], [0.3218, 0.3141, -0.1870], [-0.0248, 0.0799, 0.0339], [0.0394, -0.0547, 0.0336], [-0.0257, 0.0265, 0.0072], [0.0040, -0.0602, -0.0416], [-0.0546, 0.0717, 0.0215]],
  "lowdin_charge": [0.84, -0.32, 0.79, -0.38, -0.01, 0.03, 0.02, -0.02, -0.35, 1.02, -0.35, -0.09, -0.02, 0.01, -0.01, -0.05, -0.37, -0.12, 0.00, 0.03, -0.01, -0.04, -0.37, 0.00, 0.02, 0.02, -0.01, -0.37, 1.04, -0.36, -0.09, -0.02, 0.02, -0.01, -0.04, -0.34, -0.06, 0.00, 0.05, 0.01, -0.04, 0.14, 0.14, 0.14, 0.14, 0.09, 0.13, 0.14, 0.14, 0.11, 0.12, 0.14, 0.14, 0.14, 0.12, 0.13, 0.14, 0.14, 0.14, 0.09, 0.13, 0.14, 0.14, 0.12, 0.09, 0.14, 0.14, 0.14, 0.12, -0.02, -0.32, -0.04, -0.03, -0.03, -0.03, -0.05, 0.10, 0.05, 0.10, 0.13, 0.13, 0.13, 0.12]
}